1.
This record from the Open Molecules 2025 dataset describes 9 unconnected molecules or ions with the total composition C9H36N8O9. The level of theory is ωB97M-V/def2-TZVPD.

DFT total energy = -40268.3995 eV
LUMO = 0.010 hartree
SMILES = NC(N)=O.NC(N)=O.NC(N)=O.NC(N)=O.CO.CO.CO.CO.CO
HOMO = -9.78 eV
HOMO-LUMO gap = 10.051 eV
Energy relative to the best compared isomer or geometry (same formula, charge and spin) = 0.0 kcal per mole

Element x y z (Å)
O -1.765 1.956 -1.489
O -0.787 -5.083 -2.260
O -0.420 0.845 1.590
O -2.427 4.948 1.032
O -1.680 -0.233 -3.281
O 3.068 2.287 -1.737
O 3.672 -3.959 4.462
O 2.463 -2.614 -0.594
O -0.223 -0.864 4.785
N 0.478 -0.269 -0.179
N -2.710 2.693 1.256
N 1.324 3.671 -1.312
N -0.663 3.652 1.666
N 0.671 -1.113 1.953
N -0.690 -3.137 -1.088
N -1.055 -3.109 -3.358
N 1.045 1.841 -2.688
C -0.866 -3.864 -2.245
C -2.470 2.979 -2.191
C 2.659 -2.992 4.229
C 0.015 -0.248 6.050
C -1.962 3.859 1.310
C 1.898 2.575 -1.899
C -1.623 0.209 -4.645
C 0.203 -0.127 1.143
C 2.560 -2.259 -1.966
H 1.201 -1.878 1.575
H -1.286 -2.123 -3.363
H -0.805 -0.454 6.748
H 1.873 4.177 -0.646
H 0.435 -1.046 2.932
H -0.408 2.714 1.944
H -2.164 -0.514 -5.254
H 2.104 -3.506 -0.566
H 0.918 -0.681 6.469
H 2.950 -2.022 4.640
H -2.008 3.125 -3.165
H 0.366 3.916 -1.478
H 1.139 -0.959 -0.499
H 0.099 0.838 5.968
H 0.064 2.060 -2.625
H -1.101 -0.578 4.513
H -0.888 -2.149 -1.067
H 2.596 -2.901 3.146
H -1.988 2.051 -0.547
H -0.681 -3.583 -0.190
H -3.512 2.668 -2.349
H 1.682 -3.290 4.618
H -2.538 3.916 -1.635
H 2.704 -3.101 -2.642
H -2.126 1.170 -4.758
H -0.586 0.309 -4.962
H 1.647 -1.739 -2.295
H 0.207 0.478 -0.799
H 3.824 -4.013 5.409
H -1.116 -3.574 -4.245
H -2.263 1.821 1.505
H -3.700 2.809 1.159
H -1.965 0.484 -2.699
H 3.368 -1.540 -2.101
H -0.102 4.452 1.884
H 1.343 1.015 -3.169

Forces on the atoms, in the same order (eV/Å):
0.1 0.3 -0.2
0.1 0.2 -0.1
-0.4 -0.2 0.0
-0.2 0.2 -0.1
0.1 0.0 -0.4
0.1 -0.1 0.0
-0.1 -0.1 0.2
0.1 -0.2 0.0
-0.2 0.1 0.2
-0.4 0.1 0.1
0.5 0.1 -0.5
-0.1 -0.3 -0.3
-0.5 -0.2 0.0
-0.4 0.4 -0.3
-0.1 0.6 0.0
-0.1 0.4 -0.7
-0.5 0.6 0.2
0.1 -0.4 0.5
-0.9 -0.1 0.1
0.3 0.0 -0.2
-0.3 -0.1 0.2
0.3 0.0 0.3
0.3 -0.1 -0.1
-0.4 0.1 0.6
0.6 -0.2 0.0
-0.3 0.8 -0.5
0.1 0.0 0.0
0.1 -0.1 0.5
0.1 -0.1 -0.1
0.0 0.1 0.0
0.3 -0.1 0.1
0.5 0.1 0.0
0.2 0.0 -0.2
-0.1 0.0 0.1
0.1 0.1 -0.1
-0.2 0.1 0.0
0.1 0.1 0.0
0.0 0.1 0.2
0.0 0.0 0.2
0.2 0.0 -0.1
0.0 -0.4 -0.1
0.0 -0.1 -0.2
0.0 0.0 -0.1
-0.1 0.1 0.0
0.0 -0.1 0.0
-0.2 -0.4 -0.2
0.1 0.0 -0.2
0.0 0.0 0.1
0.4 0.0 0.0
0.1 -0.2 0.2
0.1 0.0 -0.1
0.0 -0.1 -0.2
0.0 -0.2 0.0
0.1 0.1 0.0
0.0 -0.1 0.0
0.0 -0.3 0.2
-0.3 -0.1 0.2
-0.1 -0.2 0.1
0.2 0.0 0.2
0.2 -0.2 0.2
0.0 0.0 0.0
0.2 0.0 0.1

---

2.
This record from the Open Molecules 2025 dataset describes a gas-phase ion, C5H7INO (charge +1) in a non-equilibrium geometry. The level of theory is ωB97M-V/def2-TZVPD.

Net charge = +1
DFT total energy = -16922.5452 eV
LUMO = -0.230 hartree
HOMO = -12.95 eV
HOMO-LUMO gap = 6.696 eV
Energy relative to the best compared isomer or geometry (same formula, charge and spin) = 141.8 kcal per mole

Element x y z (Å)
I 2.415 0.372 -1.893
O 3.964 0.878 -0.871
N -1.998 -0.474 0.122
C -0.892 -1.460 0.253
C 0.410 -0.716 0.547
C -0.052 0.773 0.151
C 0.833 0.180 -0.554
C -1.461 1.018 0.137
H -1.099 -2.155 1.163
H -2.681 -0.361 0.831
H -1.985 1.654 0.806
H 1.050 -0.854 1.393
H -1.632 1.429 -0.875
H 4.060 1.889 -0.683
H -0.933 -2.174 -0.529

Forces on the atoms, in the same order (eV/Å):
-0.4 0.3 -0.6
0.1 1.9 0.9
1.3 2.7 -0.9
-1.1 -1.2 3.9
-1.0 1.3 -1.6
-0.1 -0.4 0.8
3.0 -0.7 0.3
-1.0 -1.5 -2.5
0.3 1.2 -1.2
-0.5 -1.3 1.1
-0.1 0.3 1.1
-0.1 -0.2 0.5
-0.2 0.0 0.4
-0.6 -2.3 -0.6
0.4 -0.1 -1.3

---

3.
This record from the Open Molecules 2025 dataset describes a molecular structure, C31H32F5N3O2PRuSSe2. The level of theory is ωB97M-V/def2-TZVPD.

DFT total energy = -208218.6987 eV
LUMO (alpha / beta) = -0.010 / -0.013 hartree
HOMO (alpha / beta) = -6.99 / -7.11 eV
HOMO-LUMO gap (alpha / beta) = 6.709 / 6.749 eV
Spin multiplicity = 2
Energy relative to the best compared isomer or geometry (same formula, charge and spin) = 28.7 kcal per mole

Element x y z (Å)
Ru 0.155 1.329 -0.443
Se 0.211 4.938 -0.915
Se 0.109 0.778 -2.828
S -3.033 2.634 3.792
P 2.350 1.723 -0.179
F 4.707 1.340 -5.323
F -0.132 3.529 -4.232
F 2.991 0.003 -3.768
F 4.057 3.797 -6.289
F 1.632 4.876 -5.721
O -2.024 0.950 -0.525
O -0.124 -1.137 -0.309
N -0.515 2.781 0.854
N -0.054 0.426 2.285
N -2.598 2.789 -1.703
C -3.115 4.118 2.949
C -2.544 -2.349 0.119
C 0.566 -4.556 0.600
C 3.517 1.877 -5.037
C 0.435 -2.190 -0.089
C 3.429 0.256 -0.305
C -0.046 -5.737 0.980
C -1.757 2.053 2.786
C 3.250 2.870 -1.261
C -0.051 3.303 -0.204
C -1.431 -5.840 1.074
C 0.287 -1.528 3.634
C 1.375 1.732 -3.902
C 2.076 -4.523 0.525
C 3.191 3.130 -5.525
C -1.560 -0.084 4.062
C -0.236 -3.437 0.302
C -1.114 0.750 3.029
C 1.065 2.975 -4.436
C 2.726 2.386 1.469
C -2.202 -4.724 0.785
C -2.210 4.194 1.942
C 0.638 -0.660 2.618
C -1.428 2.997 1.849
C -4.344 1.395 -0.742
C -1.635 -3.513 0.402
C -2.893 1.702 -0.986
C 1.957 3.680 -5.227
C -2.068 -7.137 1.487
C 2.608 1.200 -4.243
C -0.864 -1.236 4.356
H -2.396 -1.964 -0.889
H 2.726 3.824 -1.309
H 3.118 -0.532 0.383
H 2.427 -4.381 -0.498
H 0.568 -6.601 1.210
H -4.445 0.940 0.240
H -3.154 -7.064 1.487
H 2.504 -3.723 1.133
H -3.281 -4.793 0.858
H -1.642 2.952 -2.000
H 2.411 1.680 2.237
H 2.155 3.307 1.604
H 3.345 -0.128 -1.323
H -1.745 -7.423 2.489
H -3.582 -2.659 0.237
H -2.069 5.036 1.280
H -3.327 3.347 -2.108
H 4.468 0.515 -0.099
H 1.531 -2.248 -0.177
H -2.337 -1.509 0.782
H 4.253 3.017 -0.857
H -4.679 0.679 -1.493
H -3.831 4.865 3.251
H -2.438 0.185 4.633
H 3.324 2.469 -2.269
H 3.790 2.605 1.568
H -4.969 2.285 -0.802
H 0.889 -2.401 3.848
H 2.483 -5.464 0.888
H 1.526 -0.847 2.023
H -1.201 -1.889 5.151
H -1.779 -7.942 0.810

Forces on the atoms, in the same order (eV/Å):
-0.2 0.1 -0.2
-0.1 0.1 -0.1
0.1 -0.1 -0.2
-0.1 0.0 0.1
0.2 -0.2 -0.1
0.0 0.0 0.0
0.0 0.0 0.1
0.0 0.0 0.0
0.0 0.0 0.0
0.0 0.0 0.0
0.0 -0.2 0.0
-0.1 0.2 0.1
0.2 -0.3 0.4
0.3 0.0 0.1
-0.2 -0.2 0.0
0.0 0.1 0.0
0.1 -0.1 0.0
0.0 -0.1 0.0
0.0 0.0 0.0
0.0 -0.2 -0.1
-0.1 -0.1 0.0
0.0 0.0 0.0
0.1 -0.5 0.2
-0.1 0.1 0.0
0.0 0.2 0.0
0.0 0.0 0.0
0.0 0.0 0.0
-0.1 0.0 0.1
0.0 0.0 0.0
0.0 0.0 0.0
-0.1 0.0 0.0
0.1 0.1 0.0
-0.2 0.4 0.0
0.0 0.1 -0.1
-0.1 0.1 0.1
0.0 0.0 0.0
0.0 -0.1 0.1
-0.1 -0.1 -0.1
0.0 0.4 -0.5
0.0 0.0 0.0
-0.1 0.0 0.0
0.1 0.2 -0.1
0.0 0.0 0.0
0.0 0.0 0.0
0.1 0.0 0.0
0.0 0.0 0.0
0.0 0.0 0.0
0.0 0.0 0.0
0.0 0.1 0.0
0.0 0.0 0.0
0.0 0.0 0.0
0.0 0.0 0.0
0.0 0.0 0.0
0.0 0.0 0.0
0.0 0.0 0.0
0.0 0.0 0.0
0.0 0.0 0.0
0.0 0.0 0.0
0.0 0.0 0.0
0.0 0.0 0.0
0.0 0.0 0.0
0.0 0.0 0.0
0.0 0.0 0.0
0.0 0.0 0.0
0.0 0.0 0.0
0.0 0.0 0.0
0.0 0.0 0.0
0.0 0.0 0.0
0.0 0.0 0.0
0.0 0.0 0.0
0.0 0.0 0.0
0.0 0.0 0.0
0.0 0.0 0.0
0.0 0.0 0.0
0.0 0.0 0.0
0.0 0.0 0.0
0.0 0.0 0.0
0.0 0.0 0.0

---

Among the records above, which one has the lowest DFT total energy? C31H32F5N3O2PRuSSe2

---

What is the formula in the third record? C31H32F5N3O2PRuSSe2

---

Which value of DFT total energy does entry 1 give? -40268.3995 eV